Entry 1:
Below is a 2-piece molecular cluster, C6H8N4O2 overall at a distorted geometry, with properties calculated with the ωB97M-V functional and the def2-TZVPD basis.

Properties
Orbital gap   8.20 eV
Highest occupied orbital energy   -8.1 eV
LUMO level   0.10 eV
Structure (SMILES)   C1=CNC=NC1.N#CC(=O)NO

Each line ends with the Mulliken charge.
Positions of all 20 atoms, in Å:
C (-0.08241, 1.89532, -0.37156)  -0.41
C (0.50050, 1.31251, -1.60509)  -0.53
C (1.47789, 0.36905, -1.61128)  -0.19
C (1.46002, 0.50042, 0.73654)  -0.16
C (-1.44429, -1.91259, 1.20625)  0.56
C (-0.34717, -2.68698, 0.62985)  0.25
H (-1.17121, 1.72004, -0.23575)  0.25
H (0.01729, 3.01829, -0.40675)  0.32
H (0.04162, 1.60826, -2.56879)  0.32
H (2.04967, -0.09840, -2.41862)  0.39
H (2.55222, -0.84825, -0.34857)  0.25
H (1.93483, 0.07224, 1.63866)  0.38
H (-2.95587, 0.05063, 1.49405)  0.36
H (-1.18963, -0.56181, -0.36588)  0.25
N (1.95496, -0.03543, -0.38583)  -0.08
N (0.55661, 1.37155, 0.81389)  -0.51
N (-1.61107, -0.76673, 0.50746)  -0.11
N (0.51594, -3.14228, 0.03222)  -0.38
O (-2.15207, 0.35360, 1.07623)  -0.37
O (-2.10784, -2.21947, 2.18299)  -0.59

---

Entry 2:
Below is C6H8N4Si as an isolated structure at a distorted geometry, with properties calculated with the ωB97M-V functional and the def2-TZVPD basis.

Properties
Orbital gap   8.41 eV
Highest occupied orbital energy   -8.8 eV
LUMO level   -0.39 eV

Each line ends with the Mulliken charge.
Positions of all 19 atoms, in Å:
C (-3.44938, 0.97448, 0.59938)  -0.56
C (2.93315, -0.80064, 1.25294)  -0.44
C (-3.43692, -0.05436, -0.37380)  -0.13
C (3.06008, 0.62131, 1.35879)  -0.04
C (-2.10161, 1.24481, 0.74201)  -0.34
C (2.07026, -0.97416, 0.25725)  -0.26
N (-2.23784, -0.31221, -0.84506)  -0.67
N (2.46176, 1.24987, 0.45757)  -0.70
N (-1.37268, 0.42165, -0.10144)  0.20
N (1.78901, 0.26418, -0.32442)  0.51
Si (0.54126, 0.94287, -1.42793)  0.36
H (-4.24482, 1.29060, 1.19912)  0.39
H (3.25929, -1.42750, 2.08775)  0.32
H (-4.35575, -0.37488, -1.01125)  0.29
H (3.65809, 1.03269, 2.20784)  0.34
H (-1.53307, 1.94847, 1.39820)  0.37
H (1.59045, -1.88678, -0.18368)  0.35
H (0.67095, 0.21790, -2.61716)  -0.02
H (0.51249, 2.39893, -1.00434)  0.02

---

Entry 3:
Below is an isolated ion of composition C6H8NO5 and charge -1 at a distorted geometry, with properties calculated with the ωB97M-V functional and the def2-TZVPD basis.

Properties
Orbital gap   7.73 eV
Highest occupied orbital energy   -4.6 eV
LUMO level   3.18 eV
Net charge   -1
Structure (SMILES)   CN(C)CO[C@]1(C(=O)[O-])OC1=O

Each line ends with the Mulliken charge.
Positions of all 20 atoms, in Å:
C (2.41310, 0.45760, 1.24667)  0.46
C (3.76460, -1.35665, 0.05555)  0.42
C (0.21178, -1.25129, 1.10870)  -0.72
C (2.43723, -0.91780, 0.89677)  0.97
C (-0.95259, 0.85362, 0.94684)  -1.26
C (0.47360, 0.11078, -0.77556)  -1.22
N (0.17425, 0.06733, 0.61564)  0.28
O (2.80681, -0.30284, 2.28290)  -0.55
O (3.49811, -1.56664, -1.12086)  -0.69
O (2.51721, 1.61177, 0.96239)  -0.66
O (4.75204, -1.45470, 0.77380)  -0.68
O (1.46402, -1.80765, 0.83618)  -0.39
H (-0.02622, -1.22508, 2.14219)  0.38
H (-0.55637, -1.78094, 0.62632)  0.46
H (-0.66601, 1.90378, 0.65043)  0.36
H (-1.95339, 0.54369, 0.68361)  0.31
H (-0.98810, 0.83690, 2.02957)  0.42
H (0.89001, -0.73287, -1.26789)  0.51
H (-0.48205, 0.46931, -1.34379)  0.29
H (1.19630, 0.88854, -0.88282)  0.30

---

Entry 4:
Below is one molecule with the formula C6H8NOP at a distorted geometry, with properties calculated with the ωB97M-V functional and the def2-TZVPD basis.

Properties
Orbital gap (alpha / beta)   5.82 / 6.02 eV
<S²>   2.0110
Highest occupied orbital energy (alpha / beta)   -5.0 / -8.3 eV
LUMO level (alpha / beta)   0.78 / -2.31 eV
Spin multiplicity   3

Each line ends with the Mulliken charge.
Positions of all 17 atoms, in Å:
C (2.20778, -0.42466, -0.99290)  -0.27
C (0.91211, -0.54001, -1.22256)  -0.31
C (2.85536, 0.06550, 0.19774)  -0.76
C (-0.26786, -0.04997, -0.55761)  0.34
C (3.98107, 0.72682, 0.11693)  0.71
C (-1.22520, -0.97421, 0.10585)  -1.19
N (-0.37979, 1.20207, -0.62300)  -0.32
O (4.99918, 1.29749, 0.09313)  -0.38
P (-1.57864, 1.99001, 0.22214)  -0.04
H (2.81921, -0.95400, -1.62230)  0.47
H (0.80925, -0.82252, -2.24404)  0.26
H (2.33881, 0.11722, 1.17983)  0.31
H (-1.29349, -1.88295, -0.47034)  0.35
H (-0.87242, -1.05896, 1.16921)  0.26
H (-2.21787, -0.52615, 0.15775)  0.42
H (-1.16502, 3.33156, 0.04637)  0.10
H (-0.81386, 1.69938, 1.39530)  0.05

---

Entry 5:
Below is C6H8O2 as an isolated structure at a distorted geometry, with properties calculated with the ωB97M-V functional and the def2-TZVPD basis.

Properties
Orbital gap   9.34 eV
Highest occupied orbital energy   -8.6 eV
LUMO level   0.71 eV

Each line ends with the Mulliken charge.
Positions of all 16 atoms, in Å:
C (2.28664, -0.43318, -0.23043)  -0.62
C (0.49235, 0.71787, -0.09558)  0.31
C (-0.50789, 1.59531, -0.04619)  -0.66
C (-1.80151, 0.75411, -0.22561)  0.06
C (-1.54111, -0.58921, 0.84368)  -0.75
C (-0.33496, -0.58439, -0.17986)  0.17
H (3.47810, -0.07479, -0.72582)  0.23
H (1.58511, -1.26487, -1.06604)  0.31
H (2.67645, -1.16107, 0.73522)  0.27
H (-0.44339, 2.74308, 0.17090)  0.28
H (-2.90226, 1.05446, -0.26180)  0.42
H (-1.25140, -0.44459, 1.95308)  0.26
H (-2.28154, -1.44476, 0.77474)  0.28
H (0.16168, -1.54684, -0.41505)  0.27
O (1.78046, 0.90377, 0.03887)  -0.37
O (-1.39674, -0.22490, -1.27011)  -0.47

---

Entry 6:
Below is C6H8O2 as an isolated structure at a distorted geometry, with properties calculated with the ωB97M-V functional and the def2-TZVPD basis.

Properties
Orbital gap   9.81 eV
Highest occupied orbital energy   -9.0 eV
LUMO level   0.84 eV

Each line ends with the Mulliken charge.
Positions of all 16 atoms, in Å:
C (0.97595, -0.24990, 1.34551)  -0.69
C (0.68211, -0.44887, -0.10626)  0.64
C (-0.28614, -1.44270, -0.39802)  -0.48
C (-1.54898, 0.58226, 0.28396)  -0.58
C (-0.56888, 1.55448, -0.02824)  -0.47
C (0.40890, 0.85913, -0.64363)  -0.08
H (1.12232, -1.51003, 1.52771)  0.21
H (2.16058, 0.43639, 1.46740)  0.28
H (-0.15032, 0.18337, 1.86375)  0.22
H (-0.35588, -1.51967, -1.39995)  0.34
H (-0.61681, -2.36932, 0.24485)  0.22
H (-2.30538, 0.75734, 0.75441)  0.72
H (-0.63162, 2.54496, 0.41765)  0.32
H (0.29788, 0.66577, -1.76282)  0.30
O (-1.57751, -0.70370, -0.16567)  -0.41
O (1.89019, 0.16431, -0.56346)  -0.54

---

Entry 7:
Below is one molecule with the formula C6H8O2 at a distorted geometry, with properties calculated with the ωB97M-V functional and the def2-TZVPD basis.

Properties
Orbital gap   9.33 eV
Highest occupied orbital energy   -8.4 eV
LUMO level   0.90 eV
Structure (SMILES)   C/C=C1\OC=C[C@@H]1O

Each line ends with the Mulliken charge.
Positions of all 16 atoms, in Å:
C (2.03867, 1.54869, -0.44154)  -1.04
C (0.57056, 1.23141, -0.66281)  -0.20
C (-0.04490, 0.25937, 0.03417)  0.19
C (-0.20846, -1.42177, 1.45212)  -0.20
C (-1.39574, -1.47751, 0.85556)  -0.73
C (-1.44542, -0.34395, -0.09016)  0.25
H (2.44018, 0.85927, 0.30124)  0.30
H (2.20900, 2.54585, -0.03640)  0.28
H (2.60291, 1.51825, -1.39854)  0.27
H (0.04398, 1.72523, -1.45972)  0.39
H (0.20068, -1.96896, 2.28605)  0.45
H (-2.21397, -2.15090, 1.06061)  0.40
H (-2.22024, 0.40194, 0.15712)  0.25
H (-1.36359, -1.54245, -1.64983)  0.37
O (0.61392, -0.48548, 1.00178)  -0.42
O (-1.82757, -0.69899, -1.40965)  -0.56

---

Entry 8:
Below is a 2-piece molecular cluster, C6H8O2 overall at a distorted geometry, with properties calculated with the ωB97M-V functional and the def2-TZVPD basis.

Properties
Orbital gap   7.55 eV
Highest occupied orbital energy   -7.6 eV
LUMO level   -0.08 eV

Each line ends with the Mulliken charge.
Positions of all 16 atoms, in Å:
C (2.53984, 0.49648, -0.02520)  -0.69
C (0.84220, -1.16743, -0.22535)  -0.26
C (-0.33361, -0.26601, -0.04205)  0.63
C (-2.68310, -0.60541, 0.31544)  -0.63
C (-0.32988, 1.15787, 0.28712)  -0.41
C (-0.55792, 2.46106, -0.16624)  -0.30
H (3.00840, 0.80140, -1.19267)  0.23
H (1.84473, 1.21360, 0.33193)  0.40
H (3.51376, 0.23069, 1.01855)  0.23
H (0.75031, -2.27786, -0.26242)  0.34
H (-2.36014, -1.09951, 1.33094)  0.28
H (-3.39913, -1.06134, -0.36139)  0.22
H (-2.92237, 0.43573, 0.50054)  0.28
H (-1.29025, 3.45148, -0.22029)  0.30
O (2.04418, -0.95818, 0.21279)  -0.29
O (-1.54548, -0.81102, -0.46374)  -0.33

---

Entry 9:
Below is C6H8O2 as an isolated structure at a distorted geometry, with properties calculated with the ωB97M-V functional and the def2-TZVPD basis.

Properties
Orbital gap   9.60 eV
Highest occupied orbital energy   -8.7 eV
LUMO level   0.89 eV

Each line ends with the Mulliken charge.
Positions of all 16 atoms, in Å:
C (-1.30718, -0.23266, -0.34661)  0.12
C (-0.33663, -0.55477, 0.62836)  -0.30
C (0.84544, -1.03283, 0.14521)  -0.37
C (1.86317, 0.23831, 0.72347)  -0.53
C (1.02776, 0.91348, -0.31569)  -0.38
C (-0.32443, 0.80062, 0.06287)  -0.41
H (-2.81239, -0.72760, 0.30219)  0.36
H (-1.28588, -0.65447, -1.50682)  0.25
H (-1.04638, -0.57101, 1.55267)  0.36
H (1.34479, -2.06531, -0.02630)  0.40
H (2.87061, 0.24334, 0.22950)  0.28
H (1.64418, 0.41240, 1.84279)  0.27
H (1.08211, 1.85768, -0.81801)  0.50
H (-0.82049, 1.70658, 0.58227)  0.37
O (-2.57606, 0.20308, 0.04891)  -0.49
O (1.12789, -0.32739, -0.99190)  -0.45

---

Entry 10:
Below is one molecule with the formula C6H8O2 at a distorted geometry, with properties calculated with the ωB97M-V functional and the def2-TZVPD basis.

Properties
Orbital gap   9.59 eV
Highest occupied orbital energy   -8.8 eV
LUMO level   0.75 eV
Structure (SMILES)   C=C1OC[C@H]2C[C@@]12O

Each line ends with the Mulliken charge.
Positions of all 16 atoms, in Å:
C (0.84946, -0.12308, 0.11905)  0.53
C (0.65843, 0.75481, 1.18439)  -0.53
C (0.36982, 1.33605, -0.15949)  -0.25
C (-1.12526, 1.21521, -0.67170)  -0.38
C (-0.60026, -0.90122, 0.11555)  0.32
C (-0.83283, -2.17336, 0.20598)  -0.85
H (2.33629, -0.87552, -1.07077)  0.32
H (1.60449, 1.02680, 1.65735)  0.32
H (-0.24299, 0.39466, 1.76570)  0.17
H (1.28115, 1.79917, -0.89580)  0.29
H (-1.80171, 2.00022, -0.12030)  0.23
H (-1.20506, 1.58743, -1.79743)  0.24
H (-0.02137, -2.87153, 0.38397)  0.31
H (-1.83327, -2.76066, -0.30431)  0.18
O (2.14234, -0.41031, -0.28394)  -0.54
O (-1.57923, 0.00134, -0.12826)  -0.38

---

Entry 11:
Below is one molecule with the formula C6H8O2 at a distorted geometry, with properties calculated with the ωB97M-V functional and the def2-TZVPD basis.

Properties
Orbital gap   8.57 eV
Highest occupied orbital energy   -8.0 eV
LUMO level   0.59 eV
Structure (SMILES)   CO[C@]12C=C1CCO2

Each line ends with the Mulliken charge.
Positions of all 16 atoms, in Å:
C (-0.13652, 0.90577, -1.23580)  -0.46
C (-0.96272, 1.09591, -0.23575)  -0.14
C (-2.17887, 0.44365, 0.37532)  -0.45
C (-1.66992, -1.01786, 0.41044)  -0.36
C (0.30629, 0.01562, -0.17840)  0.62
C (2.68285, -0.26244, 0.07270)  -0.67
O (-0.36000, -1.23905, -0.13561)  -0.42
O (1.39213, 0.14041, 0.66106)  -0.41
H (0.38789, 1.56510, -1.99016)  0.31
H (-2.36191, 0.99708, 1.20838)  0.31
H (-3.00058, 0.52568, -0.32581)  0.23
H (-1.59259, -1.22359, 1.51870)  0.23
H (-2.39555, -1.67403, -0.16967)  0.35
H (3.51671, 0.28991, 0.24617)  0.29
H (2.49827, -0.38591, -1.01634)  0.30
H (2.85963, -1.26029, 0.51918)  0.25

---

Entry 12:
Below is one molecule with the formula C6H8O2 at a distorted geometry, with properties calculated with the ωB97M-V functional and the def2-TZVPD basis.

Properties
Orbital gap   9.45 eV
Highest occupied orbital energy   -8.6 eV
LUMO level   0.84 eV
Structure (SMILES)   O[C@H]1C=COC12CC2

Each line ends with the Mulliken charge.
Positions of all 16 atoms, in Å:
C (0.90626, -0.47948, 0.07760)  0.23
C (1.32136, 0.12158, 1.36661)  -0.75
C (0.44218, 1.10058, 1.61905)  -0.30
C (-0.47142, 0.07815, -0.10602)  1.03
C (-1.10700, 0.11256, -1.43850)  -0.85
C (-1.64121, -0.78273, -0.22539)  -0.83
H (1.78815, -0.13942, -1.69600)  0.34
H (0.88691, -1.63434, 0.02399)  0.35
H (2.22766, -0.07998, 1.88936)  0.38
H (0.50237, 1.89156, 2.39332)  0.38
H (-1.49407, 1.05964, -1.69171)  0.27
H (-0.57642, -0.35820, -2.26327)  0.20
H (-1.23225, -1.77416, -0.14497)  0.25
H (-2.54071, -0.55816, 0.31640)  0.28
O (1.59851, 0.29285, -0.87224)  -0.51
O (-0.61034, 1.14954, 0.75176)  -0.45

---

Table of energy above the lowest of the compared OMol25 structures with the same formula, charge and spin (kJ/mol), in record order: 406.17 80.45 134.91 192.43 712.23 932.62 164.36 923.53 679.06 481.09 562.14 288.38